Entry 1:
This record from the Open Molecules 2025 dataset describes a 2-piece molecular cluster, C2H8N2 overall. The level of theory is ωB97M-V/def2-TZVPD.

Atoms and positions in Å:
H (-1.769, -0.442, 1.668)
N (-1.976, -0.178, 0.709)
C (-0.962, 0.461, 0.231)
N (-0.909, 0.960, -1.019)
H (-0.486, 1.015, 1.056)
H (-0.046, 1.360, -1.331)
H (-1.695, 0.784, -1.641)
C (2.996, -1.068, 0.140)
H (2.249, -1.374, 0.855)
H (4.011, -1.352, 0.425)
H (2.901, -1.605, -0.813)
H (3.028, -0.040, -0.222)

SMILES string: [H]/N=C/N.C
Highest occupied orbital energy, eV: -9.1703
Orbital gap, Ha: 0.370
LUMO level, eV: 0.9
Spin multiplicity: 1

Atom charges from the natural (NBO) analysis, given in e for atoms 1 to 2: 0.335 -0.717



Entry 2:
This record from the Open Molecules 2025 dataset describes a 2-piece molecular cluster, C2H8N2 overall. The level of theory is ωB97M-V/def2-TZVPD.

Atoms and positions in Å:
C (0.942, 0.264, 2.145)
N (1.116, -0.908, 1.343)
H (0.751, 1.117, 1.487)
H (1.829, 0.503, 2.730)
H (0.019, 0.206, 2.748)
H (0.546, -0.934, 0.496)
H (1.323, -1.758, 1.860)
C (-1.303, 0.340, -2.950)
N (-1.886, 0.184, -1.839)
H (-1.906, 0.416, -3.850)
H (-0.221, 0.327, -3.100)
H (-1.209, 0.244, -1.070)

Expectation value of S²: 0.754
Highest occupied orbital energy (alpha / beta), eV: -13.3083 / -13.3053
Orbital gap (alpha / beta), Ha: 0.335 / 0.146
Total charge: +1
LUMO level (alpha / beta), eV: -4.2 / -9.3
Spin multiplicity: 2

Atom charges from the natural (NBO) analysis, given in e for atoms 1 to 2: -0.510 -0.215



Entry 3:
This record from the Open Molecules 2025 dataset describes a 2-piece molecular cluster, C2H8N2O overall. The level of theory is ωB97M-V/def2-TZVPD.

Atoms and positions in Å:
C (-0.673, -2.399, -1.665)
N (-1.466, -1.840, -0.857)
H (-1.034, -3.041, -2.471)
H (0.411, -2.210, -1.638)
H (-0.995, -1.617, 0.023)
N (0.876, 0.269, 0.918)
C (0.147, 1.468, 0.511)
O (0.627, 2.610, 1.217)
H (1.755, 0.327, 0.419)
H (1.144, 0.364, 1.890)
H (0.267, 1.625, -0.560)
H (-0.908, 1.305, 0.749)
H (-0.151, 3.140, 1.464)

SMILES string: C=N.NCO
Highest occupied orbital energy, eV: -9.5261
Orbital gap, Ha: 0.382
LUMO level, eV: 0.9
Spin multiplicity: 1

Atom charges from the natural (NBO) analysis, given in e for atoms 1 to 2: -0.037 -0.616



Entry 4:
This record from the Open Molecules 2025 dataset describes a 2-piece molecular cluster, C2H8N2O2 overall. The level of theory is ωB97M-V/def2-TZVPD.

Atoms and positions in Å:
N (1.397, 0.975, -0.746)
C (0.128, 0.399, -1.262)
C (-0.033, -0.962, -0.439)
N (0.591, -1.072, 0.772)
O (-0.945, -1.646, -0.724)
H (1.372, 1.660, 0.012)
H (1.723, 1.648, -1.378)
H (-0.842, 1.025, -1.136)
H (0.232, 0.073, -2.312)
H (1.350, -0.597, 0.881)
H (0.518, -1.902, 1.242)
O (-1.947, 0.338, 1.962)
H (-1.131, 0.065, 1.846)
H (-2.413, -0.004, 1.282)

SMILES string: NCC(N)=O.O
Highest occupied orbital energy, eV: -9.7435
Orbital gap, Ha: 0.386
LUMO level, eV: 0.8
Spin multiplicity: 1

Atom charges from the natural (NBO) analysis, given in e for atoms 1 to 2: -0.864 -0.318



Entry 5:
This record from the Open Molecules 2025 dataset describes C2H8N2O2 as an isolated structure. The level of theory is ωB97M-V/def2-TZVPD.

Atoms and positions in Å:
C (1.130, 0.240, 0.089)
N (2.293, -0.451, 0.516)
O (1.013, 0.144, -1.356)
H (1.265, 0.988, -1.750)
H (3.096, 0.107, 0.791)
H (2.291, -1.441, 0.304)
H (1.180, 1.296, 0.378)
H (-0.181, -0.217, 0.674)
C (-2.565, 0.173, 0.705)
O (-1.462, -0.769, -1.045)
N (-1.473, -0.348, 0.268)
H (-0.560, -0.496, -1.373)
H (-2.680, 0.288, 1.770)
H (-3.349, 0.485, 0.028)

Highest occupied orbital energy, eV: -7.4178
Orbital gap, Ha: 0.301
LUMO level, eV: 0.8
Spin multiplicity: 1

Atom charges from the natural (NBO) analysis, given in e for atoms 1 to 2: -0.057 -0.904



Entry 6:
This record from the Open Molecules 2025 dataset describes a 2-piece molecular cluster, C2H8N2O2 overall. The level of theory is ωB97M-V/def2-TZVPD.

Atoms and positions in Å:
N (1.429, 1.195, 0.003)
C (0.309, 0.746, -0.803)
N (-0.476, -0.227, -0.023)
C (-1.629, -0.662, -0.553)
O (-2.051, -0.285, -1.632)
H (2.162, 0.495, -0.009)
H (1.832, 2.017, -0.428)
H (-0.334, 1.574, -1.101)
H (0.606, 0.218, -1.714)
H (-0.059, -0.655, 0.798)
H (-2.227, -1.367, 0.044)
O (1.427, -0.841, 2.441)
H (2.144, -1.055, 1.827)
H (1.346, 0.120, 2.337)

SMILES string: NCNC=O.O
Highest occupied orbital energy, eV: -9.7258
Orbital gap, Ha: 0.376
LUMO level, eV: 0.5
Spin multiplicity: 1

Atom charges from the natural (NBO) analysis, given in e for atoms 1 to 2: -0.845 -0.053



Entry 7:
This record from the Open Molecules 2025 dataset describes a 3-piece molecular cluster, C2H8N2O2 overall. The level of theory is ωB97M-V/def2-TZVPD.

Atoms and positions in Å:
C (-0.746, -0.457, -0.393)
C (1.421, -0.013, 0.563)
N (0.613, -0.668, -0.353)
N (-1.311, 0.792, -0.709)
O (-1.392, -1.511, -1.005)
O (1.431, 1.381, 0.346)
H (-2.334, -1.305, -0.990)
H (1.639, 1.799, 1.187)
H (0.836, -1.654, -0.430)
H (-0.673, -0.283, 1.385)
H (-1.225, 0.997, -1.705)
H (-0.872, 1.534, -0.181)
H (2.415, -0.457, 0.616)
H (0.198, -0.154, 1.668)

Highest occupied orbital energy, eV: -7.2628
Orbital gap, Ha: 0.301
LUMO level, eV: 0.9
Spin multiplicity: 1

Atom charges from the natural (NBO) analysis, given in e for atoms 1 to 2: 0.561 0.098



Entry 8:
This record from the Open Molecules 2025 dataset describes C2H8N2O2 in the gas phase. The level of theory is ωB97M-V/def2-TZVPD.

Atoms and positions in Å:
C (-1.635, -0.569, -0.623)
C (0.120, -0.194, -0.306)
O (0.727, -1.372, 0.056)
O (0.663, 0.300, -1.490)
N (0.090, 0.771, 0.672)
N (1.252, 0.785, 1.467)
H (-1.725, -1.577, 0.016)
H (-2.338, 0.242, -0.297)
H (-1.696, -0.679, -1.774)
H (1.216, -1.131, 0.822)
H (0.635, -0.634, -1.984)
H (-0.502, 1.590, 0.525)
H (1.216, 1.504, 2.202)
H (1.976, 0.964, 0.713)

SMILES string: CC(O)(O)NN
Highest occupied orbital energy, eV: -8.4471
Orbital gap, Ha: 0.341
LUMO level, eV: 0.8
Spin multiplicity: 1

Atom charges from the natural (NBO) analysis, given in e for atoms 1 to 2: -0.683 0.659



Entry 9:
This record from the Open Molecules 2025 dataset describes a 2-piece molecular cluster, C2H8N2O2 overall. The level of theory is ωB97M-V/def2-TZVPD.

Atoms and positions in Å:
C (-1.641, 0.423, -1.066)
C (1.205, -0.387, 0.414)
N (0.250, -0.992, 2.512)
N (0.945, -0.256, 1.670)
O (2.067, 0.488, -0.102)
O (-0.349, 0.344, -1.548)
H (-2.433, 0.003, -1.652)
H (-2.005, 1.470, -0.860)
H (-1.665, -0.184, -0.060)
H (0.762, -1.149, -0.142)
H (-0.532, -1.443, 1.971)
H (-0.214, 1.035, -2.296)
H (1.624, 0.329, 2.170)
H (1.988, 0.316, -1.010)

Highest occupied orbital energy (alpha / beta), eV: -6.6935 / -6.6944
Orbital gap (alpha / beta), Ha: 0.258 / 0.258
LUMO level (alpha / beta), eV: 0.3 / 0.3
Spin multiplicity: 1

Atom charges from the natural (NBO) analysis, given in e for atoms 1 to 2: -0.249 0.270



Entry 10:
This record from the Open Molecules 2025 dataset describes a 2-piece molecular cluster, C2H8N2O3 overall. The level of theory is ωB97M-V/def2-TZVPD.

Atoms and positions in Å:
O (0.380, 1.878, 2.436)
C (0.585, 1.329, 1.341)
C (0.964, -0.306, 0.894)
O (1.117, -0.364, -0.477)
N (0.340, 2.032, 0.209)
O (0.257, 3.380, 0.267)
H (0.036, -0.915, 1.135)
H (1.765, -0.648, 1.563)
H (2.024, 0.036, -0.625)
H (0.633, 1.525, -0.673)
H (0.776, 3.819, 1.052)
N (-2.408, -2.762, -1.867)
H (-1.811, -2.248, -1.181)
H (-1.790, -3.191, -2.595)
H (-2.868, -3.564, -1.479)

SMILES string: O=C(CO)NO.N
Highest occupied orbital energy, eV: -9.4762
Orbital gap, Ha: 0.359
LUMO level, eV: 0.3
Spin multiplicity: 1

Atom charges from the natural (NBO) analysis, given in e for atoms 1 to 2: -0.636 0.590



Entry 11:
This record from the Open Molecules 2025 dataset describes a 2-piece molecular cluster, C2H8N2P overall. The level of theory is ωB97M-V/def2-TZVPD.

Atoms and positions in Å:
C (0.162, -0.600, -0.243)
C (2.463, -0.032, 0.732)
N (1.175, -0.717, 0.578)
N (-0.289, 0.341, -1.033)
P (-3.471, -0.075, -0.135)
H (2.798, -0.380, 1.654)
H (3.199, -0.414, 0.113)
H (2.365, 0.964, 0.617)
H (1.000, -1.388, 1.348)
H (0.146, 1.169, -1.422)
H (-1.130, 0.010, -1.492)
H (-3.850, 1.201, 0.269)
H (-4.568, -0.077, -0.988)

Highest occupied orbital energy (alpha / beta), eV: -14.1908 / -12.4890
Orbital gap (alpha / beta), Ha: 0.343 / 0.217
Total charge: +1
LUMO level (alpha / beta), eV: -4.9 / -6.6
Spin multiplicity: 1

Atom charges from the natural (NBO) analysis, given in e for atoms 1 to 2: 0.731 -0.399



Entry 12:
This record from the Open Molecules 2025 dataset describes an isolated ion of composition C2H8N2P and charge +1. The level of theory is ωB97M-V/def2-TZVPD.

Atoms and positions in Å:
C (-0.115, 1.097, 0.494)
N (-1.378, 0.124, 0.704)
P (-1.366, -1.040, -0.519)
C (0.542, -0.851, -0.752)
N (0.959, 0.056, 0.297)
H (-0.351, 1.576, -0.585)
H (0.090, 1.838, 1.276)
H (-1.659, -0.121, 1.642)
H (-1.541, -0.193, -1.560)
H (0.882, -0.606, -1.748)
H (0.996, -1.851, -0.607)
H (1.952, 0.467, 0.145)
H (0.990, -0.496, 1.213)

SMILES string: C1NPC[NH2+]1
Highest occupied orbital energy, eV: -14.1258
Orbital gap, Ha: 0.381
Total charge: +1
LUMO level, eV: -3.7
Spin multiplicity: 1

Atom charges from the natural (NBO) analysis, given in e for atoms 1 to 2: -0.075 -0.938



Entry 13:
This record from the Open Molecules 2025 dataset describes a 2-piece molecular cluster, C2H8N2S overall. The level of theory is ωB97M-V/def2-TZVPD.

Atoms and positions in Å:
C (-0.179, -1.639, -0.381)
N (-0.800, 0.952, 0.497)
C (-1.769, 0.055, -0.087)
N (-1.542, -1.108, -0.491)
H (0.081, -2.092, -1.337)
H (-0.202, -2.441, 0.360)
H (0.558, -0.892, -0.108)
H (-0.537, 1.650, -0.215)
H (-1.290, 1.508, 1.199)
H (-2.780, 0.446, -0.177)
S (2.763, 1.153, -0.376)
H (2.505, 2.117, 0.534)
H (3.193, 0.291, 0.584)

Expectation value of S²: 0.750
Highest occupied orbital energy (alpha / beta), eV: 0.9649 / -5.4673
Orbital gap (alpha / beta), Ha: 0.101 / 0.341
Total charge: -1
LUMO level (alpha / beta), eV: 3.7 / 3.8
Spin multiplicity: 2

Atom charges from the natural (NBO) analysis, given in e for atoms 1 to 2: -0.476 -0.979



Entry 14:
This record from the Open Molecules 2025 dataset describes C2H8N2S as an isolated structure. The level of theory is ωB97M-V/def2-TZVPD.

Atoms and positions in Å:
N (-1.533, -0.741, 0.120)
C (-1.447, -0.878, -1.156)
N (-0.273, -0.857, -1.784)
H (-0.435, -0.387, 0.638)
H (-2.447, -0.726, 0.540)
H (-2.323, -1.050, -1.776)
H (-0.263, -0.784, -2.786)
H (0.546, -0.535, -1.247)
C (0.778, 1.859, 0.989)
S (1.136, 0.074, 0.971)
H (-0.191, 2.091, 1.416)
H (1.531, 2.357, 1.593)
H (0.821, 2.293, -0.008)

Highest occupied orbital energy, eV: -7.4853
Orbital gap, Ha: 0.294
LUMO level, eV: 0.5
Spin multiplicity: 1

Atom charges from the natural (NBO) analysis, given in e for atoms 1 to 2: -0.742 0.354



Entry 15:
This record from the Open Molecules 2025 dataset describes C2H8N2SbSe4Ti as an isolated structure. The level of theory is ωB97M-V/def2-TZVPD.

Atoms and positions in Å:
Ti (0.423, -0.851, -0.075)
Se (1.456, -2.659, 0.957)
Sb (1.297, -2.229, -2.613)
Se (-1.098, -1.915, -1.589)
Se (2.192, -0.049, -1.482)
Se (0.915, -1.336, -4.878)
N (-0.060, -0.012, 1.921)
C (-1.052, 1.089, 1.951)
C (-0.754, 2.024, 0.812)
N (-0.648, 1.214, -0.415)
H (-0.337, -0.795, 2.501)
H (0.836, 0.288, 2.292)
H (-1.052, 1.622, 2.898)
H (-2.036, 0.647, 1.818)
H (0.203, 2.517, 0.973)
H (-1.517, 2.798, 0.756)
H (-0.120, 1.686, -1.138)
H (-1.560, 1.003, -0.806)

Expectation value of S²: 0.755
Highest occupied orbital energy (alpha / beta), eV: -7.2751 / -7.2630
Orbital gap (alpha / beta), Ha: 0.249 / 0.184
LUMO level (alpha / beta), eV: -0.5 / -2.3
Spin multiplicity: 2

Atom charges from the natural (NBO) analysis, given in e for atoms 1 to 2: 0.400 -0.396



Entry 16:
This record from the Open Molecules 2025 dataset describes C2H8N2Si in the gas phase. The level of theory is ωB97M-V/def2-TZVPD.

Atoms and positions in Å:
C (-2.739, -0.319, -0.125)
N (-1.666, 0.357, -0.251)
N (-0.595, 0.025, 0.401)
C (0.605, 0.849, -0.055)
Si (2.202, -0.227, -0.144)
H (-2.712, -1.311, 0.327)
H (-3.756, 0.150, -0.232)
H (-0.371, -0.961, 0.517)
H (0.094, 1.344, -1.028)
H (0.779, 1.546, 0.754)
H (3.145, 0.604, -0.869)
H (2.350, -1.663, -0.559)
H (2.665, -0.395, 1.264)

SMILES string: C=NNC[SiH3]
Highest occupied orbital energy, eV: -8.4915
Orbital gap, Ha: 0.349
LUMO level, eV: 1.0
Spin multiplicity: 1

Atom charges from the natural (NBO) analysis, given in e for atoms 1 to 2: -0.192 -0.231



Entry 17:
This record from the Open Molecules 2025 dataset describes C2H8N3 in the gas phase. The level of theory is ωB97M-V/def2-TZVPD.

Atoms and positions in Å:
C (-1.399, -0.445, -1.054)
N (-0.731, 0.301, -0.073)
C (0.489, 0.128, 0.511)
N (0.860, 0.848, 1.581)
N (1.365, -0.753, -0.061)
H (-2.416, -0.877, -0.837)
H (-1.554, 0.063, -2.016)
H (-0.868, -1.349, -1.367)
H (-1.206, 1.151, 0.249)
H (0.231, 1.344, 2.175)
H (1.784, 1.293, 1.665)
H (2.339, -0.641, 0.204)
H (1.105, -1.064, -0.977)

Expectation value of S²: 0.755
Highest occupied orbital energy (alpha / beta), eV: -3.3776 / -9.0316
Orbital gap (alpha / beta), Ha: 0.168 / 0.364
LUMO level (alpha / beta), eV: 1.2 / 0.9
Spin multiplicity: 2

Atom charges from the natural (NBO) analysis, given in e for atoms 1 to 2: -0.414 -0.639



Entry 18:
This record from the Open Molecules 2025 dataset describes an isolated ion of composition C2H8N3 and charge +1. The level of theory is ωB97M-V/def2-TZVPD.

Atoms and positions in Å:
C (1.632, 0.154, 0.622)
N (0.439, -0.487, 0.632)
C (-0.548, -0.081, -0.169)
N (-1.722, -0.802, -0.244)
N (-0.631, 0.932, -0.983)
H (1.707, 0.924, -0.199)
H (1.914, 0.510, 1.641)
H (2.476, -0.602, 0.326)
H (0.263, -1.379, 1.053)
H (-1.801, -1.309, 0.582)
H (-2.562, -0.499, -0.673)
H (-0.351, 1.896, -0.657)
H (-0.815, 0.742, -1.932)

SMILES string: CNC(N)=[NH2+]
Highest occupied orbital energy, eV: -15.0686
Orbital gap, Ha: 0.424
Total charge: +1
LUMO level, eV: -3.5
Spin multiplicity: 1

Atom charges from the natural (NBO) analysis, given in e for atoms 1 to 2: -0.449 -0.514



Entry 19:
This record from the Open Molecules 2025 dataset describes a 2-piece molecular cluster, C2H8N3 overall. The level of theory is ωB97M-V/def2-TZVPD.

Atoms and positions in Å:
C (0.667, -0.624, 0.927)
C (-0.083, 1.144, -0.382)
N (0.979, 0.771, 0.629)
N (0.097, -1.180, -0.248)
N (-0.755, -0.173, -0.483)
H (1.486, -1.169, 1.368)
H (-0.240, -0.348, 1.682)
H (-0.805, 1.919, -0.157)
H (0.446, 1.236, -1.347)
H (1.897, 0.794, 0.040)
H (-0.237, -2.137, -0.045)
H (-1.561, -0.190, 0.905)
H (-1.425, -0.167, -1.315)

Highest occupied orbital energy, eV: -14.8552
Orbital gap, Ha: 0.342
Total charge: +1
LUMO level, eV: -5.5
Spin multiplicity: 1

Atom charges from the natural (NBO) analysis, given in e for atoms 1 to 2: -0.067 -0.073



Relative energy (zero: lowest compared OMol25 entry of this formula, charge and spin) / kcal/mol: 16.9; 59.4; 54.1; 44.6; 128.2; 19.4; 107.0; 85.4; 112.9; 77.0; 95.0; 22.4; 22.1; 5.9; 32.2; 29.4; 10.0; 35.5; 140.1